(1)
The following is a DFT calculation (ωB97M-V with the def2-TZVPD basis set) of a structure of composition C6H10O at a distorted geometry.

The geometry in ORCA input format:
```
! wB97M-V def2-TZVPD RIJCOSX def2/J DEFGRID3
* xyz 0 1
C 0.1954 -1.3637 0.4691
C -0.8395 0.3064 -0.4723
H -1.9780 1.4145 1.0853
H -1.4411 -1.7720 -1.0075
H -1.0882 0.7065 -1.4581
C -0.9670 1.3105 0.6638
H -2.0353 -1.2708 0.6037
C -1.2246 -1.1627 -0.1243
H 0.7989 -2.2646 0.3468
H 0.1415 -1.0515 1.5131
C 1.8662 0.4229 -0.7017
H 1.9218 1.5124 -0.6695
C 0.5874 -0.0157 -0.0548
O 0.0511 0.8246 1.4987
H 2.7339 -0.0117 -0.1990
H 1.9242 0.1312 -1.7649
H -0.6467 2.2836 0.2715
*
```

Summary:
Maximum force = 2.482 eV Å⁻¹
DFT total energy = -8428.32655 eV

=====

(2)
The following is a DFT calculation (ωB97M-V with the def2-TZVPD basis set) of a structure of composition C47H64CsN10O3S2Te at a distorted geometry.

The geometry in ORCA input format:
```
! wB97M-V def2-TZVPD RIJCOSX def2/J DEFGRID3
* xyz -1 1
C 5.2791 0.4018 1.5521
H 2.2229 -1.9567 1.4540
H 4.7503 -2.4643 -2.9530
C 3.1972 -1.7826 -5.0876
C 3.4593 7.2637 0.2395
H 2.3858 7.0973 0.1076
H 4.7970 2.7900 1.1322
H 4.4724 -2.8921 1.6020
H 4.2140 3.7366 3.1827
N 0.6224 0.4335 5.3284
C 1.2724 1.7149 5.5114
C -2.6106 -3.9029 3.8293
H 6.6913 1.8354 0.7201
C -2.7139 2.6085 0.4963
N 3.3609 4.5077 0.7436
H -6.6269 -7.8175 2.8723
C -4.2207 -3.7153 1.9006
H 3.9799 -1.1790 -5.5559
C -5.3642 -4.1929 1.2492
C -0.9924 5.9725 -0.2290
Te -3.0895 -2.0726 1.1184
C 3.8758 5.3067 1.7707
C -1.6814 -0.8010 -3.5288
H -5.1401 -2.9244 -0.4736
H -2.0588 -1.7048 -4.0324
C -5.8634 -3.6233 -0.0524
H 0.5297 -2.1464 -4.4074
S -4.2174 3.4420 0.3282
C 4.4726 7.5082 2.5290
C 3.9549 6.6923 1.5368
C -6.0993 -5.2388 1.7971
N -2.7082 2.9996 -1.6751
H -1.6139 0.0047 -4.2748
N 1.6404 2.8856 0.8475
H 4.0996 -1.1943 -1.8923
H -0.4700 5.4836 -2.2515
H -0.3844 0.3796 5.3642
N 3.9063 2.3294 1.2400
H -5.3578 1.1854 -1.9606
H 1.0745 3.6662 -1.5907
C -4.7133 4.2265 -2.3493
C -3.8352 3.5362 -1.3582
C -3.8399 -4.3417 3.0937
H 6.3675 2.0606 2.4332
H 7.3745 0.7214 1.8935
C 6.4837 1.3028 1.6527
C 3.0673 -1.2595 1.4541
N 2.5264 -0.6602 4.6447
H 5.0303 -0.7557 -3.3463
C 3.9663 0.8934 1.3955
H -6.1087 -7.3438 4.4882
C 2.8120 0.1218 1.3729
C 1.1828 -0.6428 4.7293
C 4.9108 6.9978 3.7426
H 1.5241 1.8702 6.5693
C -4.4356 5.7249 -2.4127
H 4.5291 8.5737 2.3416
H -3.3983 5.9035 -2.6903
H 3.1058 2.6579 4.9057
H -6.0481 -4.4256 -0.7684
C 0.6214 -1.1973 -3.8563
N 3.0884 -1.4369 -3.6916
C 2.5334 1.7636 4.6637
H -5.7621 4.0443 -2.0998
C 1.9278 -1.1681 -3.0482
H -5.0801 6.2089 -3.1449
C -0.3060 5.2697 -1.2042
H -6.8054 -3.0905 0.0956
C 0.7726 3.9372 0.4999
C 3.3317 0.5029 4.9552
C 4.2972 4.7933 2.9939
H 2.7191 5.0124 0.1452
H 2.8749 -1.2786 3.8992
H 4.2402 0.4380 4.3563
H 3.6178 0.4815 6.0150
H 1.2886 4.5542 3.2686
O -0.4218 -1.0383 -2.9423
H 2.2728 -1.5913 -5.6189
H 0.6298 -0.3771 -4.5937
C 0.2829 4.2934 2.9307
H 2.2768 1.7767 3.6017
H 0.1686 3.2216 3.0685
N -2.0535 2.4584 -0.6087
H 5.3126 7.6551 4.4996
H -4.5244 3.7637 -3.3190
H -1.3448 6.1817 1.8737
O -2.2260 -0.3240 -1.2645
C -2.6403 -0.3740 -2.4081
O 1.8882 -0.8915 -1.8654
H -4.7361 -1.3357 -4.2644
C 4.3379 -1.8159 1.5554
H -4.6062 6.1965 -1.4452
H -1.4970 1.5083 1.5743
N -3.9183 -0.0767 -2.7720
Cs 0.1306 -0.4348 -0.0832
H -5.3194 0.3342 -4.2323
H -4.3653 0.2713 -0.7778
H -3.7208 -0.0073 -4.8643
H 3.4591 -2.8382 -5.2156
C -0.7982 5.6477 1.1064
C -4.8783 0.2309 -1.7361
H -1.6881 6.7557 -0.5011
C -6.5537 -6.9751 3.5638
C 0.5620 4.2538 -0.8398
H -7.5735 -6.6555 3.7916
C -5.7383 -5.8520 2.9858
H 6.4432 -1.3849 1.7413
C -4.5943 -5.3847 3.6157
H 5.1366 5.2126 4.9083
C 0.0769 4.6440 1.4925
N -2.2380 2.1856 1.7076
H -2.6739 -2.8545 4.1233
S 0.2329 -1.8845 4.1354
C 4.3143 -1.4634 -2.9243
H 0.5693 2.4976 5.2223
C 5.4438 -0.9753 1.6261
C -4.4374 -0.2945 -4.0994
H -5.6317 -0.5564 -1.6705
H -1.7312 -3.9645 3.1856
H -4.2723 -5.8460 4.5434
H -2.4473 -4.5140 4.7144
H 3.9623 6.8054 -0.6144
H -0.4381 4.8113 3.5618
H -2.9274 1.8240 2.3563
H 3.6310 8.3385 0.2014
H -6.9831 -5.5839 1.2670
C 4.8139 5.6351 3.9654
C 2.8840 3.1721 0.9554
*
```

Summary:
Maximum force = 2.224 eV Å⁻¹
DFT total energy = -100334.51447 eV